# C6H12N2

One molecule with the formula C6H12N2 at a distorted geometry (ωB97M-V with the def2-TZVPD basis set, the Open Molecules 2025 dataset).

Computed properties:
LUMO level   0.948 eV
Orbital gap   0.3595 hartree
Total charge   0
Energy above the lowest of the compared OMol25 structures with the same formula, charge and spin   260.3 kJ/mol
Electronic energy   -345.2287 a.u.
HOMO level   -0.325 Ha

Each line ends with the natural charge from an NBO analysis.
Cartesian coordinates (Å):
N (2.370, -0.630, 0.090)  -0.787
C (1.085, -0.080, 0.037)  0.138
C (0.629, 1.423, -0.033)  -0.441
C (-0.892, 1.395, -0.062)  -0.419
C (-0.989, -0.174, -0.155)  0.152
N (-2.285, -0.811, -0.006)  -0.816
C (-0.015, -0.585, 1.108)  -0.445
C (0.135, -0.674, -1.059)  -0.439
H (2.810, -0.335, -0.759)  0.348
H (2.739, 0.006, 0.791)  0.348
H (1.058, 1.953, -0.808)  0.209
H (0.803, 1.801, 0.991)  0.205
H (-1.275, 1.741, -0.986)  0.205
H (-1.513, 1.652, 0.874)  0.205
H (-3.026, -0.453, -0.581)  0.353
H (-2.443, -0.338, 0.963)  0.346
H (-0.079, -1.698, 1.153)  0.222
H (-0.056, -0.086, 2.076)  0.193
H (0.347, -0.119, -2.032)  0.187
H (0.325, -1.868, -1.280)  0.237